Record 1
C22H38NO2P2RhSi | ωB97M-V with the def2-TZVPD basis set

XYZ file:
```
67
Properties=species:S:1:pos:R:3:mulliken_charge:R:1
C -0.470 3.774 -2.566 -0.812
C -0.475 2.409 -2.229 0.438
N 0.383 1.957 -1.277 0.645
C 1.147 2.787 -0.559 0.237
C 1.158 4.156 -0.837 -0.545
C 0.347 4.652 -1.853 -0.961
C -1.392 1.436 -2.831 -0.919
P -1.697 0.034 -1.737 1.479
Rh 0.336 -0.184 -0.765 -1.285
P 2.272 0.417 0.252 1.147
C 2.026 2.215 0.545 -1.162
C 0.370 -2.279 -0.484 1.252
C -0.663 -2.847 0.243 -0.350
C -0.682 -4.239 0.419 -1.052
C 0.350 -5.024 -0.104 -0.122
C 1.405 -4.422 -0.796 -0.968
C 1.420 -3.030 -0.990 -0.298
O -0.490 0.406 -4.977 -0.682
O 0.622 -1.421 -3.859 -0.567
H -1.141 4.101 -3.348 0.500
H 1.822 4.787 -0.247 0.480
H 0.354 5.711 -2.098 0.354
C -3.050 0.481 -0.644 -1.437
C -2.304 -1.356 -2.721 -1.419
H 3.005 2.713 0.555 0.575
H 1.555 2.355 1.530 0.209
H -0.812 0.898 -4.075 0.102
H -2.302 1.865 -3.239 0.631
C 2.550 -0.332 1.859 -0.974
C 3.797 0.299 -0.714 -1.464
H -1.414 -2.195 0.681 0.388
H -1.503 -4.701 0.967 0.368
H 0.335 -6.106 0.030 0.401
H 2.219 -5.027 -1.197 0.354
H 2.245 -2.529 -1.496 0.275
H 0.823 -1.061 -2.864 -0.904
H 0.667 -2.393 -3.921 0.289
H 0.053 -0.534 -4.551 0.433
H 0.187 0.990 -5.356 0.386
H 1.354 -0.426 -2.025 0.907
H -3.899 0.860 -1.233 0.491
H -3.344 -0.419 -0.086 0.338
H -2.690 1.228 0.073 0.377
H -3.197 -1.040 -3.276 0.431
H -1.530 -1.705 -3.417 0.283
H -2.555 -2.170 -2.029 0.365
H 4.614 0.786 -0.166 0.446
H 4.018 -0.765 -0.869 0.342
H 3.644 0.784 -1.687 0.350
H 3.349 0.204 2.390 0.450
H 1.600 -0.274 2.403 -0.180
H 2.821 -1.384 1.708 0.401
C 0.102 -0.719 4.932 -1.043
Si -1.089 0.376 3.964 -0.069
C -2.833 -0.239 4.289 -0.977
C -0.934 2.141 4.579 -1.053
C -0.690 0.312 2.162 -0.169
C -0.542 0.114 0.944 0.455
H -0.121 -0.698 6.010 0.347
H 1.145 -0.397 4.807 0.316
H 0.029 -1.765 4.601 0.310
H -3.076 -0.210 5.361 0.318
H -3.571 0.380 3.761 0.298
H -2.954 -1.277 3.946 0.295
H 0.077 2.531 4.395 0.313
H -1.649 2.793 4.058 0.312
H -1.133 2.219 5.659 0.323
```

* HOMO level (alpha / beta): -3.334 / -7.828 eV
* largest force on an atom: 4.31 eV/A
* multiplicity: 5



Record 2
C22H38NO9 | ωB97M-V with the def2-TZVPD basis set

XYZ file:
```
70
Properties=species:S:1:pos:R:3:mulliken_charge:R:1
C -0.192 3.771 2.341 -1.111
C -0.998 2.871 1.454 0.867
O -1.857 2.134 1.848 -0.572
O -0.656 2.978 0.159 -0.325
C -0.991 1.866 -0.690 -0.393
C 0.232 1.424 -1.481 -0.222
C 0.043 -0.028 -1.950 -1.129
C 0.381 -1.013 -0.828 2.059
C -0.351 -2.345 -0.943 -2.025
C -0.223 -3.113 0.383 1.451
C -1.200 -2.500 1.394 -1.906
C -0.606 -4.587 0.202 -1.894
N 1.179 -3.004 0.911 0.672
O 1.294 -2.485 2.075 -0.668
C 2.261 -2.617 -0.046 1.847
C 2.503 -3.748 -1.062 -1.794
C 3.564 -2.462 0.752 -1.688
C 1.897 -1.273 -0.733 -1.617
H -0.878 4.307 2.999 0.331
H 0.395 4.485 1.767 0.295
H 0.464 3.151 2.953 0.272
H -1.388 1.050 -0.085 0.219
H -1.796 2.174 -1.364 0.299
H 0.436 2.111 -2.303 0.064
H 1.089 1.451 -0.797 0.281
H -1.012 -0.149 -2.229 0.389
H 0.643 -0.226 -2.842 0.465
H 0.058 -0.547 0.112 -0.298
H -1.415 -2.173 -1.130 0.743
H 0.045 -2.896 -1.801 0.158
H -1.289 -3.128 2.279 0.566
H -0.901 -1.494 1.686 0.343
H -2.174 -2.417 0.904 0.454
H -1.649 -4.666 -0.117 0.350
H 0.046 -5.107 -0.499 0.349
H -0.518 -5.099 1.165 0.415
H 1.588 -4.159 -1.481 0.342
H 3.107 -3.359 -1.885 0.418
H 3.069 -4.552 -0.586 0.396
H 3.610 -3.192 1.559 0.412
H 3.696 -1.454 1.142 0.346
H 4.404 -2.657 0.078 0.432
H 2.383 -0.442 -0.218 0.270
H 2.294 -1.307 -1.754 0.110
C -3.672 -0.455 3.700 -1.246
C -4.852 -0.607 2.777 0.490
C -6.070 -1.308 3.342 -0.507
O -6.662 -1.883 2.169 -0.353
C -5.674 -2.085 1.264 0.551
O -5.791 -2.705 0.258 -0.540
O -4.535 -1.484 1.676 -0.143
H -2.779 -0.200 3.130 0.111
H -3.859 0.345 4.416 0.405
H -3.478 -1.380 4.245 0.386
H -5.131 0.360 2.351 0.235
H -6.781 -0.645 3.828 0.309
H -5.793 -2.117 4.023 0.311
C 2.115 4.973 -1.987 -1.287
C 3.494 4.847 -2.579 0.537
C 3.579 4.843 -4.091 -0.484
O 4.757 4.064 -4.326 -0.336
C 4.915 3.222 -3.275 0.639
O 5.687 2.322 -3.237 -0.524
O 4.061 3.557 -2.277 -0.346
H 2.124 4.676 -0.939 0.323
H 1.761 6.001 -2.055 0.444
H 1.410 4.325 -2.508 0.169
H 4.166 5.604 -2.165 0.272
H 3.691 5.829 -4.535 0.310
H 2.727 4.329 -4.543 0.301
```

* HOMO level (alpha / beta): -7.902 / -9.210 eV
* largest force on an atom: 0.91 eV/A
* multiplicity: 2



Record 3
C22H39BrO11S | ωB97M-V with the def2-TZVPD basis set

XYZ file:
```
74
Properties=species:S:1:pos:R:3:mulliken_charge:R:1
C 1.434 1.914 0.522 -1.583
C 1.063 1.762 1.972 0.961
C 0.817 3.033 2.734 -1.612
C 0.999 0.550 2.509 -0.198
C 0.572 0.201 3.897 -1.028
C -0.828 -0.483 3.838 -0.768
C -1.887 0.470 4.405 1.206
C -2.014 0.166 5.904 -1.867
C -3.290 0.329 3.791 -1.829
C -3.304 0.131 2.288 -1.278
C -2.581 1.221 1.553 2.002
O -2.942 2.557 1.940 -0.364
S -4.250 3.014 1.143 1.115
O -5.395 2.862 1.952 -0.573
O -4.032 4.265 0.527 -0.625
O -4.205 1.873 0.011 -0.446
C -2.883 1.240 0.067 -0.042
C -3.073 -0.079 -0.651 -1.181
C -1.837 -0.924 -0.622 0.420
O -0.839 -0.689 0.033 -0.388
Br -1.903 -2.518 -1.761 -0.190
H 0.828 1.292 -0.125 0.266
H 2.482 1.653 0.419 0.382
H 1.324 2.942 0.195 0.378
H 1.768 3.404 3.096 0.326
H 0.360 3.766 2.082 0.468
H 0.146 2.886 3.566 0.379
H 1.235 -0.296 1.883 0.334
H 1.293 -0.499 4.305 0.332
H 0.563 1.067 4.540 0.501
H -0.781 -1.354 4.478 0.744
H -0.987 -0.736 2.801 0.286
H -1.584 1.511 4.348 -0.041
H -2.666 0.864 6.412 0.434
H -2.456 -0.822 5.990 0.468
H -1.042 0.097 6.376 0.379
H -3.842 -0.449 4.304 0.468
H -3.815 1.258 3.994 0.464
H -2.828 -0.811 2.042 0.432
H -4.332 0.052 1.948 0.618
H -1.504 1.117 1.582 -1.138
H -2.253 1.915 -0.498 0.755
H -3.916 -0.596 -0.216 0.405
H -3.304 0.132 -1.687 0.629
C -2.394 -3.208 -5.299 -1.108
C -1.776 -4.585 -5.195 -0.088
O -2.679 -5.607 -5.641 -0.366
C -2.782 -5.738 -6.961 0.785
O -2.175 -5.109 -7.787 -0.549
O -3.669 -6.700 -7.211 -0.346
C -3.929 -6.911 -8.600 -0.641
H -3.350 -3.177 -4.774 0.297
H -1.731 -2.460 -4.865 0.286
H -2.581 -2.939 -6.337 0.383
H -1.561 -4.823 -4.154 0.217
H -0.839 -4.646 -5.747 0.315
H -3.006 -7.073 -9.152 0.299
H -4.469 -6.061 -9.015 0.292
H -4.551 -7.799 -8.668 0.223
C 8.542 0.639 -0.263 -1.094
C 7.127 0.884 -0.739 -0.223
O 6.392 1.701 0.184 -0.321
C 6.653 3.005 0.123 0.758
O 7.412 3.543 -0.638 -0.559
O 5.920 3.615 1.054 -0.301
C 6.152 5.022 1.154 -0.668
H 8.538 0.227 0.747 0.289
H 9.049 -0.062 -0.927 0.358
H 9.114 1.565 -0.240 0.314
H 6.581 -0.055 -0.792 0.305
H 7.109 1.334 -1.731 0.317
H 6.045 5.506 0.186 0.315
H 7.143 5.212 1.562 0.298
H 5.403 5.412 1.836 0.213
```

* HOMO level: -8.806 eV
* largest force on an atom: 2.77 eV/A
* multiplicity: 1



Record 4
C22H39Cl3CrN3O3Si | ωB97M-V with the def2-TZVPD basis set

XYZ file:
```
72
Properties=species:S:1:pos:R:3:mulliken_charge:R:1
C 2.230 1.695 -4.822 -1.238
C 1.192 0.606 -4.848 0.484
H 3.145 1.426 -5.375 0.407
H 2.508 1.894 -3.777 0.054
H 1.843 2.626 -5.277 0.273
C 1.000 -0.200 -5.899 0.129
C 1.940 -0.341 -7.057 -1.433
H 0.124 -0.853 -5.942 0.263
H 2.987 -0.494 -6.753 0.323
H 1.926 0.524 -7.738 0.293
H 1.639 -1.226 -7.629 0.373
Cr 0.556 0.475 1.888 0.086
Cl -0.582 2.333 2.154 -0.539
Cl 2.450 0.444 3.070 -0.478
C -2.051 0.126 0.414 0.146
O -0.988 -0.408 0.815 -0.195
N -3.131 -0.569 0.050 0.493
C -3.092 -2.025 -0.009 -0.821
C -4.452 0.066 -0.058 -0.896
H -2.172 1.221 0.385 0.310
H -2.207 -2.394 0.512 0.227
H -3.104 -2.368 -1.049 0.056
H -4.004 -2.396 0.459 0.410
H -4.394 1.070 0.392 0.322
H -5.184 -0.561 0.476 0.327
H -4.771 0.135 -1.112 0.250
H 3.347 -1.297 -1.850 0.167
H 1.444 -2.874 -3.208 0.199
C 3.355 -2.239 -1.286 -0.827
C 1.539 -3.537 -2.339 -0.876
N 2.016 -2.789 -1.190 0.283
H 3.767 -2.085 -0.286 0.195
C 1.192 -2.396 -0.192 0.573
O 1.558 -1.745 0.798 -0.636
H 0.567 -3.979 -2.088 0.318
H 0.147 -2.737 -0.349 -0.073
H 3.962 -2.960 -1.836 0.367
H 2.253 -4.329 -2.594 0.402
O 1.409 -0.237 -2.794 -0.585
C 0.470 0.372 -3.495 -0.425
C -1.241 -1.608 -3.492 0.860
C -0.961 -0.239 -3.513 0.039
H -0.445 -2.350 -3.407 -0.036
C -2.557 -2.079 -3.589 -0.999
H 0.297 1.404 -3.149 0.122
C -2.047 0.644 -3.581 -0.298
H -2.774 -3.158 -3.584 0.424
C -3.618 -1.168 -3.698 -0.319
C -3.361 0.195 -3.681 -0.837
H -1.814 1.714 -3.558 0.380
H -4.653 -1.527 -3.805 0.358
H -4.156 0.946 -3.754 0.416
Si 3.570 1.843 0.662 0.744
Cl 1.537 1.112 -0.080 0.116
C 4.765 0.485 1.204 -1.174
C 3.010 3.195 1.864 -1.020
C 4.339 2.544 -0.901 -1.149
H 4.371 -0.529 1.082 0.340
H 5.100 0.623 2.240 0.456
H 5.662 0.595 0.585 0.355
H 4.579 1.728 -1.593 0.273
H 5.270 3.070 -0.644 0.380
H 3.667 3.242 -1.416 0.298
H 1.912 3.318 1.896 0.272
H 3.492 4.117 1.501 0.347
H 3.363 3.004 2.890 0.317
C -1.559 0.534 5.428 -0.952
C -0.852 -0.044 4.322 0.815
N -0.295 -0.553 3.421 -0.161
H -2.028 -0.259 6.028 0.359
H -2.330 1.232 5.070 0.278
H -0.861 1.107 6.050 0.285
```

* HOMO level (alpha / beta): -5.757 / -5.773 eV
* largest force on an atom: 4.01 eV/A
* multiplicity: 4